DFT (the ωB97M-V functional and the def2-TZVPD basis) results for a molecular structure, C14H28CoFN2O8P2.

## Properties
total energy	-3426.553978	a.u.
<S²>	6.019

Geometry as ORCA input:
```
! wB97M-V def2-TZVPD RIJCOSX def2/J DEFGRID3
* xyz 2 5
Co -1.74768 -0.78186 -1.44299
F -0.09487 -0.27674 -0.30456
C -0.18369 -6.58631 -0.35207
O -0.92387 -5.42189 -0.73025
P -0.81130 -3.93784 0.02069
O -1.37512 -2.80613 -0.79108
O 0.74892 -3.81925 0.55274
C 1.74923 -3.25592 -0.20850
O -1.58724 -4.20023 1.44227
C -1.76699 -3.20715 2.38773
H 0.58794 -6.38834 0.39190
H 0.37911 -6.81407 -1.25732
H -0.69515 -7.52852 -0.15518
H 2.14873 -2.39325 0.32470
H 1.37830 -2.89288 -1.16700
H 2.54521 -4.00022 -0.23200
H -1.33412 -3.44554 3.35927
H -2.81877 -3.04998 2.62683
H -1.38882 -2.19882 2.21928
C -0.34089 3.46057 -2.56266
O -1.69593 3.38716 -2.94817
P -2.54854 2.57429 -1.94353
O -2.19523 1.12502 -1.86648
O -2.33415 3.37038 -0.51747
C -2.88565 4.73060 -0.41768
O -4.06869 2.98239 -2.42199
C -4.63611 2.21356 -3.47153
H -0.23083 4.09583 -1.68379
H 0.23063 3.97814 -3.33312
H 0.12601 2.50362 -2.32954
H -3.62585 4.76895 0.38153
H -3.38640 5.09660 -1.31399
H -2.07716 5.45554 -0.32338
H -5.51776 1.80031 -2.98161
H -3.99694 1.52517 -4.02442
H -5.01309 2.85237 -4.27023
N 2.31729 1.05119 -0.64327
C 3.53256 0.35101 -0.56573
C 4.54554 1.28927 -0.25660
C 3.96214 2.59139 -0.22025
C 2.59371 2.44569 -0.51604
H 1.37051 0.76967 -0.85413
H 3.56953 -0.72768 -0.60399
H 5.59085 1.08020 -0.08339
H 4.42054 3.52283 0.07755
H 1.78686 3.16280 -0.48209
N 1.26215 0.06377 2.23149
C 1.66052 -1.00125 3.08178
C 1.86422 -0.46269 4.33934
C 1.66554 0.92376 4.27641
C 1.25946 1.25051 2.98048
H 0.95628 -0.02214 1.27277
H 1.74728 -2.01472 2.71879
H 2.24446 -1.04730 5.16401
H 1.93505 1.68812 4.99023
H 1.10229 2.17002 2.43623
*
```

DFT (the ωB97M-V functional and the def2-TZVPD basis) results for 3 unconnected molecules or ions with the total composition C14H28F4O13S2.

## Properties
total energy	-2724.035500	a.u.
SMILES string	O=C(OS(=O)(=O)F)OS(=O)(=O)C(F)(F)F.COCCOCCOC.COCCOCCOC

Geometry as ORCA input:
```
! wB97M-V def2-TZVPD RIJCOSX def2/J DEFGRID3
* xyz 0 1
O -7.44334 -5.35810 -0.08058
C -6.60750 -6.18203 -0.04314
O -6.28248 -7.04580 -1.08622
S -5.21207 -6.50141 -2.15245
O -5.86181 -6.19192 -3.36458
O -4.32097 -5.63350 -1.47559
F -4.51536 -7.88504 -2.34032
O -5.77848 -6.49338 1.01523
S -4.91954 -5.35057 1.78353
O -5.37363 -4.06043 1.41005
O -3.55967 -5.74861 1.76023
C -5.58083 -5.72838 3.46107
F -6.86714 -5.48608 3.49995
F -5.35944 -6.98263 3.76894
F -4.95307 -4.94646 4.31090
C -0.01854 1.64739 0.85067
O -0.25834 0.68711 -0.15276
C 0.87831 -0.10335 -0.45100
C 0.48866 -1.50077 -0.87266
O 0.05997 -2.33141 0.18982
C -1.26509 -2.17079 0.66656
C -2.32913 -2.75835 -0.22862
O -2.57466 -1.92541 -1.34958
C -3.13273 -2.62301 -2.43698
H 0.69588 2.41151 0.52025
H -0.96710 2.13147 1.07556
H 0.36163 1.17444 1.76359
H 1.54090 -0.16243 0.42076
H 1.43173 0.36506 -1.27796
H 1.39272 -1.98110 -1.25541
H -0.24689 -1.46454 -1.67977
H -1.48883 -1.12406 0.88700
H -1.29023 -2.73131 1.60380
H -3.25631 -2.86603 0.34912
H -2.01439 -3.75751 -0.55565
H -2.51260 -3.48172 -2.72095
H -3.18554 -1.93080 -3.27563
H -4.14360 -2.98535 -2.21267
C 2.31097 4.81124 -2.36751
O 2.90832 4.62280 -1.10571
C 3.65667 3.42453 -1.00930
C 4.81879 3.57665 -0.05627
O 5.89973 4.33267 -0.57098
C 5.78634 5.74440 -0.56894
C 5.98118 6.38608 0.78482
O 4.83004 6.23818 1.59443
C 5.10475 6.34869 2.97045
H 1.54362 4.05511 -2.57151
H 1.84187 5.79335 -2.36036
H 3.05721 4.77952 -3.16985
H 4.03393 3.12346 -1.99369
H 3.00553 2.62400 -0.62927
H 5.23016 2.57779 0.10858
H 4.47501 3.96627 0.90487
H 4.84417 6.07466 -1.01311
H 6.60416 6.08704 -1.20664
H 6.19026 7.45484 0.63476
H 6.85244 5.93321 1.27471
H 5.88248 5.64058 3.27983
H 4.18498 6.11874 3.50510
H 5.42689 7.36150 3.24108
*
```

DFT (the ωB97M-V functional and the def2-TZVPD basis) results for a molecular structure, C14H28F6MnN3O10S2.

## Properties
total energy	-4013.554274	a.u.
<S²>	8.756

Geometry as ORCA input:
```
! wB97M-V def2-TZVPD RIJCOSX def2/J DEFGRID3
* xyz -1 6
Mn -0.93619 11.26942 30.09542
C 5.37215 13.18370 31.91150
F 6.46384 13.47311 32.64828
F 4.38896 12.75425 32.66513
F 4.95069 14.37968 31.38283
S 5.95875 12.02493 30.50875
O 6.21824 10.72839 31.10885
O 4.91968 11.92744 29.49696
O 7.16364 12.67597 30.01122
C -0.02919 10.00854 26.29474
F -1.30869 9.82822 26.65855
F 0.19450 9.18389 25.26769
F 0.16170 11.25629 25.87850
S 1.03842 9.65326 27.81940
O 1.05887 8.21918 27.98095
O 2.32227 10.25873 27.55983
O 0.30292 10.45468 28.81634
C 1.10344 8.84145 32.55138
C 1.22779 10.37346 32.32613
C 2.47224 10.71032 31.52224
O 0.03210 10.93362 31.89287
H 2.03367 8.27446 32.57352
H 0.57057 8.33882 31.73294
H 0.44442 8.63636 33.39961
H 1.49337 10.74858 33.32512
H 3.31649 10.14233 31.91414
H 2.61915 11.77408 31.70525
H 2.46885 10.52129 30.44939
C -0.21491 13.17159 34.80787
O -0.27011 12.97589 36.00861
N 0.59788 14.08938 34.23344
C 0.70571 14.26273 32.77511
C 1.59395 14.82422 34.97933
H -0.74668 12.58106 34.04443
H 0.83121 15.33472 32.62533
H -0.19065 13.88612 32.29122
H 1.62639 13.75894 32.47921
H 2.55987 14.31310 34.93147
H 1.68641 15.84984 34.62274
H 1.42665 14.91056 36.05250
C -3.86414 9.61247 33.82173
O -4.82838 8.97141 33.37682
N -2.85977 9.01388 34.44258
C -1.85030 9.91563 35.05220
C -2.49952 7.63192 34.69138
H -3.90274 10.70016 33.70890
H -1.85565 10.92056 34.63674
H -0.86610 9.61182 34.65892
H -1.51048 9.81765 36.08476
H -3.42763 7.09972 34.47366
H -1.61870 7.29425 34.14812
H -2.30084 7.49614 35.75501
C -2.83933 8.71195 30.59070
O -2.39059 9.69011 29.98568
N -2.40994 7.46692 30.45776
C -2.89357 6.41282 31.38933
C -1.33584 7.15992 29.49490
H -3.75034 8.77407 31.20471
H -3.20008 5.59339 30.73632
H -3.85387 6.64738 31.85211
H -2.27518 6.01156 32.18793
H -0.41581 7.52584 29.94586
H -1.36425 6.10603 29.23244
H -1.45310 7.70625 28.56080
*
```

DFT (the ωB97M-V functional and the def2-TZVPD basis) results for a molecular structure, C14H28GeN9O3Tl.

## Properties
total energy	-3517.844181	a.u.
<S²>	0.776

Geometry as ORCA input:
```
! wB97M-V def2-TZVPD RIJCOSX def2/J DEFGRID3
* xyz 1 2
Tl 0.28605 0.17295 -0.06550
C -2.34444 -2.09274 3.22104
C -1.21614 -2.14184 2.19769
C -1.34331 -3.36266 1.29855
C 0.12728 -2.12551 2.91216
O -1.27776 -0.93652 1.38731
Ge -2.69221 -0.14307 0.51634
O -1.67279 1.40485 0.54957
C -1.73943 2.69233 1.21080
C -1.34057 2.54073 2.67050
C -3.16407 3.22113 1.07616
C -0.77164 3.61152 0.47463
O -1.76638 -0.51687 -1.05050
C -2.01729 -0.59444 -2.47092
C -2.09634 0.80948 -3.04902
C -0.86463 -1.37809 -3.08012
C -3.33028 -1.34806 -2.68255
H -2.29841 -2.96286 3.87514
H -2.26735 -1.19009 3.82950
H -3.31339 -2.09303 2.71667
H -1.24644 -4.28044 1.87845
H -2.31861 -3.36907 0.80489
H -0.56876 -3.35422 0.52884
H 0.22504 -3.01235 3.53748
H 0.94166 -2.13099 2.18430
H 0.21637 -1.23767 3.54158
H -2.03122 1.87183 3.18965
H -0.33123 2.12833 2.74429
H -1.34975 3.50936 3.16937
H -3.86697 2.53140 1.54849
H -3.24573 4.18987 1.56720
H -3.43387 3.33217 0.02516
H 0.24994 3.23691 0.58782
H -1.02926 3.66001 -0.58505
H -0.80975 4.61609 0.89431
H -1.15564 1.34244 -2.87516
H -2.28359 0.77756 -4.12154
H -2.89890 1.37424 -2.57030
H 0.08251 -0.86106 -2.87631
H -0.80391 -2.37864 -2.65178
H -0.98488 -1.45655 -4.16005
H -4.15360 -0.80625 -2.21279
H -3.53303 -1.43465 -3.74937
H -3.26976 -2.34723 -2.25009
N 3.65087 -0.82543 1.23318
C 3.01725 -1.72033 0.45268
N 3.52495 -2.92955 0.19259
N 2.62572 -3.50832 -0.57432
N 1.59703 -2.69050 -0.77706
N 1.82021 -1.56084 -0.13217
C 3.24552 0.42854 1.51027
N 4.01886 1.29476 2.17305
N 3.30683 2.39873 2.23378
N 2.13197 2.22188 1.63827
N 2.06672 0.98547 1.18094
H 4.54918 -1.11138 1.61849
*
```

DFT (the ωB97M-V functional and the def2-TZVPD basis) results for a molecular structure, C14H28MnN3.

## Properties
total energy	-1865.363770	a.u.
<S²>	8.754

Geometry as ORCA input:
```
! wB97M-V def2-TZVPD RIJCOSX def2/J DEFGRID3
* xyz 1 6
Mn -0.02164 -0.38890 -0.27880
C 0.37266 1.79016 -1.11915
C 1.40165 0.95112 -1.63088
C 2.17642 0.48979 -0.52854
C 1.62726 1.04397 0.65958
C 0.51071 1.84511 0.29525
C -0.34157 2.66557 1.21940
C 2.19694 0.86993 2.03767
C 3.42789 -0.33266 -0.61122
C 1.71355 0.71397 -3.07918
C -0.62631 2.55814 -1.93395
H -1.38727 2.69288 0.90105
H -0.00420 3.70356 1.26333
H -0.31581 2.28843 2.24426
H 3.09976 1.47044 2.17069
H 2.48421 -0.16431 2.24955
H 1.49321 1.17944 2.81106
H 4.30719 0.30294 -0.74201
H 3.41013 -1.02750 -1.45215
H 3.59501 -0.91463 0.29772
H 2.42292 1.45673 -3.45221
H 0.82338 0.78280 -3.70614
H 2.16044 -0.26624 -3.24995
H -0.25697 3.55718 -2.17704
H -1.57251 2.69684 -1.40443
H -0.84316 2.06555 -2.88412
N 0.55257 -2.38793 0.64692
C -0.59068 -2.90657 1.42671
C -1.25583 -1.77782 2.20331
N -1.61857 -0.62985 1.35248
C -2.94656 -0.67709 0.71464
C -2.93352 -1.38099 -0.63547
N -1.89638 -0.79381 -1.50872
H 0.90144 -3.10116 0.01505
H 1.33006 -2.17153 1.26687
H -0.29069 -3.68679 2.12915
H -1.28939 -3.36344 0.72733
H -0.55404 -1.41101 2.95571
H -2.12617 -2.16973 2.73851
H -1.56929 0.21125 1.91478
H -3.26809 0.35642 0.56677
H -3.68626 -1.15375 1.36518
H -3.93033 -1.31361 -1.07602
H -2.71039 -2.44079 -0.52099
H -2.19090 0.12385 -1.83639
H -1.78085 -1.35599 -2.34558
*
```

DFT (the ωB97M-V functional and the def2-TZVPD basis) results for C14H28N4O5S2 in the gas phase.

## Properties
total energy	-1941.830628	a.u.
SMILES string	O=S(=O)(N1CCCCCC1)N1CCN(S(=O)(=O)N2CCOCC2)CC1

Geometry as ORCA input:
```
! wB97M-V def2-TZVPD RIJCOSX def2/J DEFGRID3
* xyz 0 1
O -0.00465 -1.02607 0.50388
S -0.86767 -0.07460 1.14618
O -0.92765 -0.10065 2.57578
N -2.36553 -0.20105 0.46610
C -2.74135 -1.44317 -0.17661
H -3.55487 -1.93135 0.36920
C -3.12988 -1.20131 -1.63650
H -3.18925 -2.16584 -2.14434
H -2.33140 -0.62467 -2.10741
C -4.45913 -0.46930 -1.80590
H -5.27371 -1.12123 -1.48143
H -4.60550 -0.27058 -2.87012
C -4.54907 0.85044 -1.03838
H -3.66619 1.45831 -1.23862
C -4.69941 0.64887 0.47120
C -3.36549 0.53604 1.21030
H -3.52062 0.07969 2.19746
H -2.93062 1.52584 1.36482
H -5.30125 -0.24350 0.65064
H -5.23745 1.49328 0.90502
H -5.42236 1.39412 -1.40551
H -1.86333 -2.09035 -0.14223
N -0.53900 1.51387 0.71004
C -0.22389 1.68330 -0.69214
H -0.95191 1.10067 -1.25713
C 1.19295 1.21035 -1.02066
N 2.15124 1.82498 -0.11967
S 3.71190 1.32917 -0.46420
O 3.91148 1.52511 -1.86513
O 4.57258 1.98137 0.47043
N 3.68349 -0.29568 -0.13851
C 3.67834 -1.26113 -1.21416
H 3.20607 -0.80779 -2.08309
C 2.91307 -2.49461 -0.71997
H 2.93729 -3.29225 -1.46391
O 3.52412 -3.01947 0.43888
C 3.54186 -2.06864 1.47894
H 4.02491 -2.55391 2.32841
C 4.31701 -0.81605 1.05179
H 4.29884 -0.04473 1.81892
H 5.36222 -1.08641 0.84170
H 2.51045 -1.79101 1.74354
H 1.87233 -2.21763 -0.49683
H 4.70752 -1.54793 -1.47561
C 1.83108 1.63291 1.28077
H 2.59170 2.16397 1.85306
C 0.43135 2.17002 1.56413
H 0.14568 1.96363 2.59514
H 0.38433 3.24386 1.36692
H 1.84629 0.56531 1.54303
H 1.48225 1.50188 -2.03071
H 1.22594 0.11915 -0.92720
H -0.33502 2.74476 -0.93033
*
```

DFT (the ωB97M-V functional and the def2-TZVPD basis) results for C14H28O2 in the gas phase.

## Properties
total energy	-700.750698	a.u.
SMILES string	CCCCCCCCCCCCCC(=O)O

Geometry as ORCA input:
```
! wB97M-V def2-TZVPD RIJCOSX def2/J DEFGRID3
* xyz 0 1
C -5.19873 -2.46225 -1.21054
C -4.59977 -1.40610 -0.28906
C -3.10815 -1.64214 -0.06474
C -2.48537 -0.69558 0.96168
C -2.52432 0.77215 0.53597
C -1.61987 1.65224 1.40335
C -0.14210 1.54444 1.02155
C 0.19913 2.36572 -0.22423
C 1.43273 1.84796 -0.96375
C 2.71962 1.96872 -0.15015
C 3.92537 1.35045 -0.86236
C 3.91852 -0.17882 -0.87242
C 4.25548 -0.77292 0.50283
C 4.12112 -2.27020 0.44153
O 5.00019 -3.04926 0.19627
O 2.85707 -2.66257 0.66731
H 2.78391 -3.62676 0.59388
H 5.28009 -0.51914 0.77419
H 3.56529 -0.39234 1.25433
H 4.65464 -0.53881 -1.59360
H 2.93924 -0.54318 -1.18747
H 3.94132 1.70699 -1.89471
H 4.84380 1.69283 -0.38178
H 2.58491 1.49229 0.82053
H 2.92129 3.02725 0.03222
H 1.55088 2.40712 -1.89553
H 1.25937 0.80267 -1.22725
H -0.64574 2.33407 -0.91621
H 0.34989 3.41088 0.05642
H 0.10635 0.49690 0.84034
H 0.46844 1.88687 1.85988
H -1.92950 2.69598 1.31406
H -1.74904 1.36088 2.44791
H -3.54924 1.13958 0.60786
H -2.21823 0.85176 -0.50879
H -3.00204 -0.80853 1.91795
H -1.44671 -0.99840 1.11464
H -2.96329 -2.67044 0.27746
H -2.58124 -1.53733 -1.01755
H -5.11564 -1.42880 0.67316
H -4.75430 -0.41959 -0.72756
H -4.69527 -2.45672 -2.17491
H -5.09234 -3.45424 -0.77677
H -6.25779 -2.27362 -1.37594
*
```

DFT (the ωB97M-V functional and the def2-TZVPD basis) results for a molecular structure, C14H28O28S7.

## Properties
total energy	-5444.085042	a.u.

Geometry as ORCA input:
```
! wB97M-V def2-TZVPD RIJCOSX def2/J DEFGRID3
* xyz 0 1
C -1.99315 4.96366 2.29564
C -1.31086 3.68500 2.87838
O 0.09050 4.05836 3.05264
S 0.43693 5.43221 2.33759
O 0.87175 5.00576 1.04124
O 1.24109 6.23683 3.13604
O -0.99433 6.02098 2.10575
H -2.77416 5.32654 2.98605
H -2.39303 4.63120 1.30734
H -1.29773 2.85953 2.17677
H -1.69619 3.54734 3.89523
C -1.82339 -1.24869 3.36756
C -3.05233 -1.83108 3.99716
O -3.38887 -1.00515 5.13524
S -2.23639 0.12586 5.30985
O -1.77521 0.11229 6.64266
O -2.66071 1.35982 4.67528
O -1.13089 -0.59424 4.44043
H -1.96593 -0.51087 2.48261
H -1.06638 -1.97378 3.03921
H -2.85518 -2.78088 4.37472
H -3.83012 -1.85131 3.23567
C -0.33914 -3.48965 0.05106
C -0.59539 -4.88174 -0.47729
O -2.03719 -5.17496 -0.40652
S -2.66210 -3.90515 0.31487
O -2.51950 -4.05913 1.72945
O -3.96069 -3.70600 -0.19735
O -1.65395 -2.85127 -0.24587
H 0.36497 -2.92786 -0.55467
H -0.11490 -3.45659 1.10112
H -0.09305 -5.78179 -0.07458
H -0.40978 -4.74342 -1.52907
C -1.65114 0.45125 -4.43807
C -1.75741 1.90724 -4.05372
O -0.38135 2.34216 -4.17980
S 0.36706 1.57735 -5.36151
O 1.59105 1.06197 -4.83711
O 0.38404 2.31395 -6.55044
O -0.68499 0.38657 -5.51136
H -2.53788 0.08862 -4.92948
H -1.34941 -0.23259 -3.60423
H -2.00156 1.99983 -3.04061
H -2.37148 2.46196 -4.71729
C 1.87627 -0.34934 3.09712
C 2.38890 1.04720 2.75096
O 3.19057 0.77836 1.59202
S 2.89007 -0.75579 0.96013
O 4.04215 -1.58136 1.23712
O 2.39824 -0.67173 -0.41411
O 1.58613 -1.04711 1.83615
H 0.93646 -0.19146 3.59493
H 2.56178 -0.99130 3.61584
H 3.01300 1.40508 3.55170
H 1.46611 1.57890 2.50760
C 1.97186 2.68120 -0.60362
C 1.38742 2.46157 -2.01996
O 0.24575 1.58773 -1.82506
S -0.39551 1.81990 -0.44137
O -0.94905 0.55373 -0.01665
O -1.36169 2.87242 -0.41078
O 0.91595 2.17380 0.28907
H 2.01708 3.73416 -0.40311
H 2.95781 2.20636 -0.31441
H 2.04781 2.16336 -2.81782
H 0.89896 3.39169 -2.30451
C 2.82257 -2.29638 -3.41001
C 1.32118 -2.50713 -3.44022
O 1.11766 -3.77946 -2.72545
S 2.40630 -4.73556 -2.98301
O 2.17415 -5.64331 -4.05858
O 2.82833 -5.20146 -1.69341
O 3.46343 -3.61430 -3.46049
H 3.04988 -1.91156 -2.45612
H 3.07481 -1.73844 -4.31515
H 0.88202 -2.59873 -4.43383
H 0.79193 -1.79116 -2.88557
*
```